[1]
Below is C6H6 in the gas phase in a non-equilibrium geometry, with properties calculated with ωB97M-V/def2-TZVPD.

Last column: natural (NBO) charge in e.
CARTESIAN COORDINATES (ANGSTROEM)
C 0.669 -0.752 -0.277  0.042
C 1.724 -0.130 0.025  -0.092
C 2.763 0.335 0.704  -0.401
C -0.551 -1.289 -0.823  -0.420
C -1.649 -0.537 -0.610  0.230
C -2.084 0.736 -0.146  -0.751
H 2.649 0.220 1.906  0.205
H 3.720 0.682 0.352  0.213
H -0.550 -2.346 -1.094  0.235
H -3.147 0.873 -0.346  0.243
H -1.500 1.486 -0.701  0.251
H -2.043 0.721 1.011  0.245

Spin multiplicity: 1
Energy relative to the best compared isomer or geometry (same formula, charge and spin) in eV: 6.502
Net charge: 0
HOMO (alpha / beta) in eV: -8.44 / -7.77
E in Eh: -231.9874
Orbital gap (alpha / beta) in eV: 8.059 / 7.718

[2]
Below is a molecular structure, C5H9FS in a non-equilibrium geometry, with properties calculated with ωB97M-V/def2-TZVPD.

Last column: natural (NBO) charge in e.
CARTESIAN COORDINATES (ANGSTROEM)
C 0.683 -0.121 1.744  -0.439
C 1.658 0.517 0.823  -0.440
C 0.440 -0.238 0.253  0.282
C -0.608 -0.219 -2.023  -0.664
C -0.638 0.309 -0.631  -0.084
F 0.814 -1.433 -0.143  -0.343
S -2.544 -0.583 0.266  -0.282
H 1.077 -1.093 2.050  0.239
H 0.063 0.481 2.493  0.230
H 1.709 1.621 0.607  0.219
H 2.645 0.038 0.720  0.228
H -0.577 -1.263 -1.948  0.237
H 0.191 0.310 -2.673  0.228
H -1.528 -0.005 -2.487  0.230
H -0.876 1.371 -0.407  0.228
H -2.506 0.307 1.356  0.130

Spin multiplicity: 1
Energy relative to the best compared isomer or geometry (same formula, charge and spin) in eV: 2.720
Net charge: 0
HOMO in eV: -8.86
E in Eh: -693.8683
Orbital gap in eV: 9.257